(1)
The following is a DFT calculation (ωB97M-V with the def2-TZVPD basis set) of a molecular structure, C61H45CrNO4P3Si.

As for the expectation value of S²: 0.7686. The value obtained for the total energy is -137836.2251 eV. The multiplicity is 2.

```
116
Properties=species:S:1:pos:R:3:forces:R:3:mulliken_spin:R:1
Cr -0.221205 -0.409783 -0.121467 0.048 -0.290 0.124 1.2984
P 2.174882 -0.225161 0.065284 -0.041 0.060 -0.017 -0.0437
P -0.469031 0.206694 -2.457709 -0.098 0.011 0.148 -0.0507
P -0.692073 0.084419 2.234619 0.103 0.061 -0.060 -0.0542
Si -0.119968 2.021556 -0.007825 0.023 0.086 -0.096 -0.0782
O -6.708855 -2.905556 -0.214953 -0.076 0.019 -0.339 0.0000
O -1.655046 -4.064225 -0.120307 -0.025 0.100 -0.027 -0.0044
O -7.136009 -0.846194 0.629182 -0.100 0.217 -0.284 -0.0002
O -0.313830 -2.276817 -0.047497 -0.034 -0.029 -0.111 0.0055
N -2.290517 -0.602415 -0.177251 0.040 0.055 -0.012 -0.0218
C -1.513473 4.628614 -3.030169 -0.018 -0.021 -0.013 -0.0004
C -3.054075 -0.300964 -3.500048 -0.092 0.075 0.055 -0.0012
C -1.549494 -2.449454 2.958759 0.053 -0.010 -0.046 -0.0043
C 2.292964 1.453571 4.632979 0.043 -0.001 -0.001 0.0014
C -0.969074 1.936797 -2.689661 -0.075 -0.049 -0.013 -0.0063
C 1.418324 1.135415 -4.338033 0.021 0.023 0.022 -0.0008
C -2.489190 -3.418377 3.267237 -0.018 -0.011 -0.003 0.0007
C -0.759273 2.804910 -1.616854 0.063 0.082 0.055 -0.0013
C -4.088539 -1.138729 -3.894700 0.005 0.000 -0.005 0.0015
C -1.931717 -1.114591 2.812834 -0.082 0.047 -0.096 0.0020
C -1.027839 4.163069 -1.820784 -0.019 0.057 0.027 0.0001
C -2.685355 -3.048645 -3.548247 -0.002 -0.003 0.007 -0.0001
C 2.087169 3.846082 0.357423 0.007 -0.031 -0.006 0.0036
C -2.152710 4.377511 2.861915 -0.043 -0.018 0.068 0.0000
C 2.354423 0.975119 -5.351093 0.010 0.021 -0.009 0.0004
C 2.235709 -2.370589 1.787398 -0.047 -0.035 -0.001 -0.0104
C 2.267077 -1.400413 -5.055723 0.033 -0.008 0.000 0.0016
C 1.343901 -1.242007 -4.038064 0.015 0.048 -0.029 -0.0072
C 1.427038 -0.492730 5.733366 0.012 0.009 0.000 0.0009
C -1.978975 2.127803 3.669580 -0.057 -0.042 -0.036 0.0005
C -2.382657 3.434191 3.859409 0.015 0.056 -0.029 -0.0002
C 3.418859 4.201382 0.480618 0.018 -0.005 0.008 -0.0002
C -1.450509 2.402627 -3.915222 0.025 0.013 -0.054 -0.0002
C 0.545263 0.157916 3.587306 -0.006 0.013 0.010 -0.0029
C 0.548618 -0.703849 4.677707 0.040 -0.039 -0.020 -0.0016
C 3.755365 -2.723447 3.614933 0.012 -0.005 0.015 -0.0004
C -1.821127 -0.828443 -3.131111 0.094 -0.049 -0.004 0.0035
C 3.876498 -0.701767 2.316271 -0.040 0.018 0.057 -0.0026
C -4.587580 0.004841 -0.161024 -0.019 0.014 0.053 0.0096
C -6.456814 -1.726181 0.071493 0.215 -0.335 0.837 0.0013
C 4.334383 -1.488836 3.361600 -0.011 -0.002 0.014 0.0003
C 3.922394 -0.079385 -2.161552 0.004 0.016 0.027 -0.0033
C 1.428986 1.237486 3.575572 0.025 0.019 -0.025 -0.0127
C -1.512752 -2.869651 -0.101526 0.003 -0.124 -0.005 0.0096
C 4.432693 -2.803682 -2.168443 -0.020 -0.018 -0.020 0.0001
C 2.823391 -1.135202 1.517143 0.001 0.068 0.039 0.0035
C 3.297981 -0.895786 -1.221618 -0.010 0.045 -0.038 0.0058
C -4.973415 -1.327002 -0.108973 -0.005 0.071 -0.225 -0.0047
C 2.294573 0.586026 5.717526 0.013 0.004 0.005 -0.0013
C 2.697486 1.525000 0.208456 -0.015 -0.059 0.001 -0.0130
C -3.974748 -2.295714 -0.140536 0.039 0.014 -0.003 -0.0037
C 4.043090 1.890979 0.298876 0.012 -0.025 -0.013 -0.0022
C 2.705094 -3.162213 2.824936 -0.012 -0.016 -0.001 0.0020
C 4.401846 3.219070 0.439990 0.002 0.023 0.003 -0.0006
C -3.276503 -0.775493 2.953662 0.043 0.027 0.019 -0.0064
C 2.760697 -0.292262 -5.730161 0.029 -0.012 0.010 -0.0012
C -1.735098 3.744426 -4.081221 0.016 0.009 0.009 0.0001
C -3.906143 -2.510977 -3.927968 -0.019 0.004 0.000 -0.0019
C 0.872447 0.026642 -3.696953 0.023 -0.049 0.083 -0.0058
C 3.544475 -2.266723 -1.249682 0.007 -0.060 0.015 -0.0004
C -1.108445 2.692047 1.466139 0.018 0.018 -0.036 0.0049
C 1.700902 2.510039 0.211884 -0.048 0.075 0.011 0.0303
C 4.820185 -0.616382 -3.071248 -0.004 -0.021 -0.003 0.0000
C 5.085980 -1.977248 -3.070121 -0.001 0.014 -0.042 -0.0003
C -3.825762 -3.071121 3.408008 -0.019 0.030 -0.015 -0.0017
C -1.374845 1.757546 2.467710 -0.038 -0.069 0.029 -0.0031
C -2.657293 -1.894947 -0.144160 -0.041 -0.047 -0.001 -0.0261
C -4.219399 -1.751055 3.245537 -0.004 -0.031 -0.045 0.0004
C -3.245967 0.329119 -0.211616 -0.070 0.013 0.038 0.0002
C -1.657065 -2.215858 -3.142808 -0.022 0.013 0.019 -0.0058
C -1.516793 4.012705 1.689749 0.041 0.007 -0.070 0.0012
H -2.180791 -4.451076 3.360424 -0.002 -0.007 -0.005 -0.0001
H -3.607464 0.242034 2.798930 0.001 0.030 -0.008 0.0000
H -5.351475 0.770022 -0.122754 -0.002 0.007 0.003 -0.0005
H -0.748457 -2.666712 -2.769398 0.036 -0.017 -0.010 -0.0003
H 2.239611 -4.120510 3.016504 -0.002 -0.017 0.006 0.0000
H -1.340704 4.777447 0.944864 0.008 -0.013 -0.005 0.0002
H -4.567390 -3.832131 3.609721 -0.003 -0.009 0.004 0.0000
H 2.967112 0.755054 6.548218 0.010 0.002 0.011 0.0001
H -0.142787 -1.532989 4.726720 0.012 0.020 0.004 -0.0001
H -3.238593 0.764614 -3.445681 0.009 -0.079 0.004 -0.0002
H 3.696051 5.241466 0.595570 0.002 0.007 -0.002 0.0000
H -0.858831 4.879099 -1.026815 0.017 -0.010 -0.013 0.0000
H 0.997229 -2.118755 -3.515084 -0.028 -0.049 0.025 -0.0018
H 5.791217 -2.394027 -3.777587 0.011 -0.002 0.000 0.0000
H -5.048210 -0.712395 -4.153927 -0.019 0.003 0.005 0.0000
H 2.754168 1.849029 -5.849377 0.005 0.003 -0.002 0.0001
H 4.329442 0.265372 2.157025 0.002 0.027 -0.011 0.0000
H 1.417423 -1.171713 6.575900 0.001 -0.005 0.013 0.0000
H -4.723131 -3.160140 -4.210917 -0.013 -0.009 -0.002 -0.0001
H 5.307855 0.033127 -3.785806 0.010 0.014 -0.014 -0.0001
H 5.446666 3.491268 0.512476 0.011 0.000 0.002 -0.0001
H -1.724462 5.682616 -3.157608 0.007 0.008 -0.002 0.0000
H 3.477599 -0.417608 -6.531050 0.005 -0.006 -0.012 0.0001
H -2.867926 3.723899 4.781576 -0.010 0.005 0.014 0.0000
H -2.465490 5.403121 3.008363 -0.006 0.014 0.000 -0.0001
H -2.544696 -4.120431 -3.518381 0.004 -0.018 -0.009 -0.0001
H 2.610503 -2.393458 -5.313990 -0.004 -0.005 -0.004 0.0000
H 2.964521 2.302321 4.610636 0.006 0.010 0.002 0.0000
H -1.592471 1.715743 -4.741217 0.031 0.009 0.010 -0.0002
H 1.112430 2.134775 -4.062019 -0.015 0.012 -0.008 0.0002
H -5.267535 -1.484701 3.294476 -0.002 0.019 0.013 -0.0001
H 3.724218 0.984054 -2.180655 -0.010 0.010 0.005 0.0003
H 1.331931 4.623442 0.375991 -0.026 0.026 0.000 -0.0005
H 1.405058 -2.717960 1.183573 0.019 0.004 0.022 -0.0016
H 4.116442 -3.335245 4.431317 0.002 -0.007 0.007 0.0000
H -0.517165 -2.740801 2.796903 0.001 0.001 -0.004 -0.0022
H -2.916398 1.361740 -0.253382 -0.004 -0.010 -0.007 0.0015
H 3.063155 -2.923071 -0.534619 0.018 0.025 -0.050 -0.0004
H 4.816562 1.136036 0.233472 -0.001 -0.010 0.010 -0.0004
H -2.117030 4.103999 -5.027686 -0.004 0.005 0.004 0.0000
H -4.236589 -3.344721 -0.133133 -0.015 -0.004 0.003 0.0018
H 5.143602 -1.130280 3.984454 0.008 0.003 0.010 0.0000
H 1.430536 1.930917 2.742121 -0.007 0.000 0.038 0.0025
H 4.623090 -3.868961 -2.167374 0.003 -0.010 -0.004 -0.0001
H -2.132358 1.392814 4.450491 -0.006 -0.015 0.003 0.0001
```
Positions in Å, forces in eV/Å.

=====

(2)
The following is a DFT calculation (ωB97M-V with the def2-TZVPD basis set) of 2 unconnected molecules or ions with the total composition C5H6O2 at a distorted geometry.

For the energy above the lowest of the compared OMol25 structures with the same formula, charge and spin, the calculation gives 131.1 kcal/mol.

```
13
Properties=species:S:1:pos:R:3:forces:R:3:nbo_charge:R:1
O -1.107801 0.089019 1.164698 -1.387 -1.225 0.228 -0.4987
O 2.023909 2.189134 0.881854 0.130 -0.297 1.421 -0.4697
C -1.073566 0.564400 -0.172539 -0.827 -0.667 -3.160 -0.0223
C 1.533822 1.347289 1.544390 -2.791 -2.253 -3.854 0.4680
C 0.410683 -1.098018 -0.474108 -2.862 -1.344 2.830 -0.4459
C -0.950262 -0.660737 -1.165803 1.916 0.546 0.645 -0.4242
C 0.105022 0.084766 0.513011 4.688 2.910 1.485 0.1659
H 1.554238 0.944420 2.551446 0.530 0.580 0.639 0.1560
H 1.315564 -0.890571 -0.990174 0.547 -0.110 -0.661 0.2202
H -1.764279 -1.322713 -1.020112 -0.669 -0.931 -0.389 0.2095
H -1.708640 1.347167 -0.627610 0.966 0.483 1.447 0.2162
H 0.320952 -2.169581 -0.009050 0.701 2.020 -0.775 0.2102
H -0.659643 -0.424575 -2.196002 -0.941 0.288 0.143 0.2148
```
Positions in Å, forces in eV/Å.

=====

Repeat the second record exactly.
The following is a DFT calculation (ωB97M-V with the def2-TZVPD basis set) of 2 unconnected molecules or ions with the total composition C5H6O2 at a distorted geometry.

For the energy above the lowest of the compared OMol25 structures with the same formula, charge and spin, the calculation gives 131.1 kcal/mol.

```
13
Properties=species:S:1:pos:R:3:forces:R:3:nbo_charge:R:1
O -1.107801 0.089019 1.164698 -1.387 -1.225 0.228 -0.4987
O 2.023909 2.189134 0.881854 0.130 -0.297 1.421 -0.4697
C -1.073566 0.564400 -0.172539 -0.827 -0.667 -3.160 -0.0223
C 1.533822 1.347289 1.544390 -2.791 -2.253 -3.854 0.4680
C 0.410683 -1.098018 -0.474108 -2.862 -1.344 2.830 -0.4459
C -0.950262 -0.660737 -1.165803 1.916 0.546 0.645 -0.4242
C 0.105022 0.084766 0.513011 4.688 2.910 1.485 0.1659
H 1.554238 0.944420 2.551446 0.530 0.580 0.639 0.1560
H 1.315564 -0.890571 -0.990174 0.547 -0.110 -0.661 0.2202
H -1.764279 -1.322713 -1.020112 -0.669 -0.931 -0.389 0.2095
H -1.708640 1.347167 -0.627610 0.966 0.483 1.447 0.2162
H 0.320952 -2.169581 -0.009050 0.701 2.020 -0.775 0.2102
H -0.659643 -0.424575 -2.196002 -0.941 0.288 0.143 0.2148
```
Positions in Å, forces in eV/Å.